Arrangement one

Computed, not measured: the ion C19H31N6O with charge +1, with ωB97M-V/def2-TZVPD.

Element x y z (Å)
C (3.8538, 0.1392, -1.6759)
C (3.0396, -0.9737, -1.0160)
C (3.1359, -2.2478, -1.8557)
C (1.5566, -0.5609, -0.8705)
C (0.7657, -1.5957, -0.1470)
N (0.7270, -1.7633, 1.1580)
N (-0.0911, -2.7797, 1.3860)
N (-0.5514, -3.2427, 0.3089)
N (-0.0477, -2.5331, -0.7016)
C (-0.4445, -2.7821, -2.0697)
C (-1.4393, -1.7726, -2.5398)
C (-2.7897, -1.8407, -2.6939)
C (-3.1993, -0.5740, -3.1819)
C (-2.0722, 0.1742, -3.2822)
O (-0.9905, -0.5352, -2.8894)
N (1.4022, 0.7605, -0.1738)
C (-0.0180, 1.1905, -0.1251)
C (-0.1159, 2.6145, 0.4536)
N (0.4997, 2.7513, 1.7405)
C (-0.2805, 2.5997, 2.9597)
C (-1.3734, 3.6886, 3.0478)
C (-2.7157, 2.9631, 3.2143)
C (-2.4688, 1.5411, 2.7135)
C (-1.0369, 1.2678, 3.1641)
C (1.8506, 2.2748, 1.7176)
C (1.9925, 0.8356, 1.1894)
H (4.8496, -0.2330, -1.9003)
H (3.3999, 0.4465, -2.6166)
H (3.9801, 1.0101, -1.0354)
H (3.4447, -1.1977, -0.0253)
H (2.5935, -3.0702, -1.3961)
H (4.1759, -2.5502, -1.9375)
H (2.7571, -2.0800, -2.8619)
H (1.1321, -0.4327, -1.8744)
H (-0.9045, -3.7714, -2.0792)
H (0.4419, -2.7809, -2.7093)
H (-3.4144, -2.6859, -2.4940)
H (-4.1964, -0.2729, -3.4245)
H (-1.9026, 1.1791, -3.6138)
H (1.9088, 1.4481, -0.7460)
H (-0.4328, 1.1649, -1.1343)
H (-0.5652, 0.4905, 0.5060)
H (-1.1660, 2.8941, 0.5128)
H (0.3782, 3.3064, -0.2442)
H (0.4424, 2.7347, 3.7669)
H (-1.1848, 4.3552, 3.8860)
H (-1.3598, 4.3000, 2.1468)
H (-3.5201, 3.4596, 2.6750)
H (-2.9893, 2.9287, 4.2683)
H (-3.1736, 0.8285, 3.1373)
H (-2.5605, 1.4934, 1.6259)
H (-1.0448, 1.0431, 4.2306)
H (-0.5774, 0.4182, 2.6624)
H (2.2762, 2.3197, 2.7196)
H (2.4410, 2.9432, 1.0731)
H (3.0469, 0.5689, 1.1444)
H (1.4754, 0.1152, 1.8254)

Output
- SMILES: CC(C)[C@@H](c1nnnn1Cc1ccco1)[NH+]1CCN(C2CCCC2)CC1
- LUMO level: -2.44 eV
- Charge: +1


Arrangement two

Computed, not measured: the ion C19H31N6O with charge +1, with ωB97M-V/def2-TZVPD.

Element x y z (Å)
C (2.2981, -2.4230, 1.9200)
C (2.5969, -0.9879, 2.3407)
C (2.2177, 0.0631, 1.2896)
C (0.7770, 0.5944, 1.3871)
C (-0.2222, -0.4877, 1.1265)
N (-0.6395, -0.8522, -0.0727)
N (-1.5458, -1.8108, 0.0959)
N (-1.7054, -2.0535, 1.3187)
N (-0.8994, -1.2480, 2.0167)
C (-0.9962, -1.1905, 3.4472)
C (-2.1485, -0.2363, 3.8193)
O (-1.8914, 1.0751, 3.3735)
C (-1.3045, 1.9237, 4.3403)
N (0.5736, 1.7547, 0.5305)
C (-0.7717, 2.2777, 0.4106)
C (-1.3071, 2.1917, -1.0397)
N (-0.6414, 1.1054, -1.7801)
C (-1.2974, 0.8062, -3.0764)
C (-0.6472, -0.3725, -3.7528)
C (-0.8695, -1.6571, -3.2678)
C (-0.2661, -2.7422, -3.8786)
C (0.5564, -2.5552, -4.9775)
C (0.7748, -1.2788, -5.4676)
C (0.1775, -0.1903, -4.8558)
C (0.8006, 1.3825, -1.9325)
C (1.3455, 2.0457, -0.6451)
H (2.6129, -3.1109, 2.7002)
H (2.8454, -2.6702, 1.0135)
H (1.2422, -2.5948, 1.7324)
H (3.6718, -0.9129, 2.5120)
H (2.1116, -0.7601, 3.2919)
H (2.8698, 0.9276, 1.4201)
H (2.3873, -0.3598, 0.2978)
H (0.6152, 0.9461, 2.4153)
H (-0.0501, -0.8446, 3.8643)
H (-1.2176, -2.1955, 3.8086)
H (-2.3125, -0.2669, 4.9005)
H (-3.0595, -0.5717, 3.3133)
H (-1.9674, 2.0514, 5.2003)
H (-1.1568, 2.8846, 3.8527)
H (-0.3395, 1.5408, 4.6896)
H (-1.4316, 1.7516, 1.1018)
H (-0.7693, 3.3346, 0.7073)
H (-2.3819, 2.0063, -1.0271)
H (-1.1279, 3.1288, -1.5728)
H (-0.6867, 0.2006, -1.1620)
H (-2.3476, 0.5836, -2.8725)
H (-1.2420, 1.6946, -3.7116)
H (-1.5178, -1.8153, -2.4190)
H (-0.4461, -3.7357, -3.4990)
H (1.0206, -3.4034, -5.4560)
H (1.4077, -1.1289, -6.3283)
H (0.3439, 0.8025, -5.2484)
H (1.3014, 0.4345, -2.1351)
H (0.9571, 2.0455, -2.7862)
H (2.3874, 1.7691, -0.5099)
H (1.3152, 3.1343, -0.7637)

Output
- SMILES: CCC[C@H](c1nnnn1CCOC)N1CC[NH+](Cc2ccccc2)CC1
- LUMO level: -1.93 eV
- Charge: +1


Quick one: least stable of them? arrangement one


Arrangement one

Computed, not measured: an isolated molecule of C4H6O, with ωB97M-V/def2-TZVPD.

Element x y z (Å)
C (-2.4990, -0.2153, -0.0342)
C (-1.2370, -0.2577, -0.1348)
C (0.0853, -0.3058, 0.3684)
C (0.9276, 0.8073, -0.1063)
O (0.7274, -1.5603, -0.1380)
H (-3.5424, -0.3101, -0.2253)
H (0.2025, -0.2554, 1.4852)
H (1.9453, 0.8458, 0.3948)
H (1.2368, 0.6852, -1.2633)
H (0.4053, 1.8682, -0.0797)
H (1.7482, -1.3020, -0.2668)

Output
- SMILES: C#C[C@H](C)O
- LUMO level: 0.73 eV


Arrangement two

Computed, not measured: an isolated molecule of C4H6O, with ωB97M-V/def2-TZVPD.

Element x y z (Å)
O (1.2359, -1.5188, -0.9196)
C (0.3320, -1.0025, -0.3217)
C (0.2368, 0.4548, -0.0390)
C (-0.4823, 0.8877, 1.2413)
C (-1.1466, 1.0628, -0.0697)
H (-0.5168, -1.6215, 0.0611)
H (1.0992, 1.0264, -0.3866)
H (-0.0679, 1.7762, 1.7189)
H (-0.8184, 0.1034, 1.9024)
H (-1.9649, 0.3951, -0.3138)
H (-1.2585, 2.0540, -0.4904)

Output
- SMILES: O=CC1CC1
- LUMO level: 1.12 eV


Quick one: least stable of them? arrangement one


Arrangement one

Computed, not measured: a structure of composition C4H6O, with ωB97M-V/def2-TZVPD.

Element x y z (Å)
C (0.7267, -0.8667, -0.8064)
C (0.4631, 0.4942, 0.0961)
C (-1.0482, 0.7578, 0.0862)
O (-1.3226, -0.5938, 0.5149)
C (0.0658, -0.8429, 0.5226)
H (1.7712, -1.1687, -0.7456)
H (0.4817, -0.0613, -1.4860)
H (1.2475, 1.1517, 0.4181)
H (-1.5910, 1.0060, -0.8366)
H (-1.3136, 1.4751, 0.8724)
H (0.5194, -1.3514, 1.3643)

Output
- LUMO level: 1.11 eV


Arrangement two

Computed, not measured: an isolated molecule of C4H6O, with ωB97M-V/def2-TZVPD.

Element x y z (Å)
C (-1.9614, 0.2420, 0.2176)
O (-0.6869, 0.5924, -0.3291)
C (0.2326, -0.3413, -0.2329)
C (1.5998, -0.1352, -0.2444)
C (2.5742, 0.5277, -0.9392)
H (-2.3554, -0.6516, -0.2755)
H (-2.6138, 1.0939, 0.0369)
H (-1.8779, 0.0634, 1.2970)
H (1.7534, -0.7172, 0.6930)
H (-0.1340, -1.3270, 0.0758)
H (3.4694, 0.6530, -0.2993)

Output
- LUMO level (alpha / beta): -0.33 / -0.33 eV


Arrangement three

Computed, not measured: a cluster of 2 separate species, C4H6O in total, with ωB97M-V/def2-TZVPD.

Element x y z (Å)
C (-1.8353, 0.1470, 0.4101)
C (-1.4241, 0.5519, -0.7307)
C (-0.7821, -0.7056, -0.1884)
C (1.2541, -0.1094, 0.5605)
O (1.8796, 0.4744, -0.5232)
H (-2.2032, 0.5951, 1.2436)
H (-1.3762, 1.4156, -1.2940)
H (-0.7009, -1.7601, -0.4629)
H (1.5813, -1.1426, 0.6675)
H (1.1355, 0.5854, 1.4042)
H (2.4713, -0.0518, -1.0865)

Output
- LUMO level: 1.03 eV


Arrangement four

Computed, not measured: an isolated molecule of C4H6O, with ωB97M-V/def2-TZVPD.

Element x y z (Å)
C (1.1217, -0.4492, 0.7976)
C (0.0087, 0.2371, 0.2565)
C (-0.9726, 1.0177, 0.0658)
C (-0.9506, -0.2812, -0.7412)
O (-0.7059, -0.2390, -2.1126)
H (0.7731, -1.2047, 1.5035)
H (1.8813, 0.1054, 1.2806)
H (1.5433, -1.0663, -0.0077)
H (-1.3329, 1.9918, 0.1164)
H (-1.6599, -1.0247, -0.4185)
H (-1.4712, -0.6731, -2.5439)

Output
- SMILES: CC1=C[C@H]1O
- LUMO level: 0.99 eV


Quick one: least stable of them? arrangement three


Arrangement one

Computed, not measured: a cluster of 2 separate species, C4H6O in total, with ωB97M-V/def2-TZVPD.

Element x y z (Å)
C (1.9251, 0.1436, -0.4043)
C (2.9864, -0.0591, -1.0836)
O (2.8366, -0.6693, 0.3309)
H (1.0242, 0.6774, -0.2537)
H (3.6840, -0.0994, -1.8036)
C (-1.4015, 1.4385, 0.2351)
C (-1.4188, 0.2321, 0.8053)
H (-1.6619, 1.5878, -0.7946)
H (-1.0063, 2.2547, 0.8546)
H (-1.1841, -0.0006, 1.9578)
H (-1.6834, -0.6117, 0.3018)

Output
- SMILES: C1=CO1.C=C
- LUMO level: 1.08 eV


Arrangement two

Computed, not measured: a structure of composition C4H6O, with ωB97M-V/def2-TZVPD.

Element x y z (Å)
O (1.9395, -0.9764, -1.0987)
C (1.0884, -0.6043, -0.3381)
C (-0.3945, -1.0073, -0.0944)
C (-0.3135, 0.0939, 0.9484)
C (0.9683, 0.4282, 0.7347)
H (-1.0690, -0.8384, -0.9424)
H (-0.5453, -2.0237, 0.2821)
H (-1.0667, 0.4680, 1.6351)
H (-1.4684, 1.5745, -1.2636)
H (1.6442, 1.1716, 1.1505)
H (-0.7831, 1.7138, -1.0136)

Output
- LUMO level: 0.57 eV


Arrangement three

Computed, not measured: an isolated molecule of C4H6O, with ωB97M-V/def2-TZVPD.

Element x y z (Å)
C (-1.3306, -1.6900, 1.0331)
C (-0.6621, -1.0852, -0.0094)
O (-0.2918, 0.2103, 0.0760)
C (0.7657, 0.7818, -0.6743)
C (1.1394, 2.0641, -0.5160)
H (-1.6747, -2.8049, 1.2614)
H (-1.6099, -0.9541, 1.9196)
H (-0.4064, -1.6299, -0.9795)
H (1.2044, 0.0429, -1.2960)
H (0.8093, 2.6247, 0.2726)
H (2.0567, 2.4400, -1.0874)

Output
- SMILES: C=COC=C
- LUMO level: 1.17 eV


Arrangement four

Computed, not measured: an isolated molecule of C4H6O, with ωB97M-V/def2-TZVPD.

Element x y z (Å)
C (-1.7408, -0.2052, 0.0173)
C (-0.3515, 0.3360, -0.0242)
C (0.7616, -0.4056, -0.0542)
C (2.0945, 0.2736, -0.0236)
O (3.1641, -0.2871, 0.0361)
H (-2.2794, 0.1722, 0.8909)
H (-2.3758, 0.1316, -0.8171)
H (-1.7914, -1.2913, 0.0927)
H (-0.3112, 1.4054, -0.0020)
H (0.7631, -1.5088, -0.1058)
H (2.0668, 1.3791, -0.0102)

Output
- SMILES: C/C=C/C=O
- LUMO level: 0.57 eV


Quick one: least stable of them? arrangement one


Arrangement one

Computed, not measured: a structure of composition C4H6O, with ωB97M-V/def2-TZVPD.

Element x y z (Å)
O (-1.9816, -0.2519, -0.8360)
C (-1.0624, -0.0944, -0.0779)
C (-0.0006, 1.0281, 0.1285)
C (0.4793, 0.0959, 1.2302)
C (-0.4453, -0.8612, 1.0448)
H (0.6812, 1.1856, -0.7148)
H (-0.4026, 1.9914, 0.4612)
H (1.3106, 0.1924, 1.9225)
H (1.3867, -0.5715, -2.4612)
H (-0.6690, -1.8106, 1.5202)
H (0.7507, -0.8711, -2.2180)

Output
- LUMO level: 0.59 eV


Arrangement two

Computed, not measured: a structure of composition C4H6O, with ωB97M-V/def2-TZVPD.

Element x y z (Å)
C (0.1085, 1.0132, -0.4003)
C (0.6419, 0.0515, 0.7421)
O (0.0590, 0.1344, 1.9985)
C (0.0358, -0.6406, -0.3386)
C (-0.6121, -1.3058, -1.2825)
H (0.8906, 1.5249, -0.9577)
H (-0.7054, 1.6302, -0.0217)
H (-0.5811, 0.1493, -1.3066)
H (1.7265, 0.0584, 0.8322)
H (-0.8360, -0.2248, 1.9359)
H (-0.7276, -2.3907, -1.2013)

Output
- LUMO level: 0.80 eV


Quick one: least stable of them? arrangement two